A structure of composition C2Cl2NO2. Source: the OMol25 dataset; level of theory: the ωB97M-V functional and the def2-TZVPD basis.

CARTESIAN COORDINATES (ANGSTROEM)
C (-1.68, 1.14, -0.15)
C (0.80, -0.43, 0.07)
N (-0.66, 1.66, -0.27)
O (1.15, -0.38, -1.06)
O (0.91, -0.30, 1.22)
Cl (-2.80, 0.08, 0.21)
Cl (-0.86, -2.03, -0.19)

Computed properties:
Spin multiplicity: 1
Orbital gap: 7.87 eV
LUMO: 3.3 eV
F_max: 2.9 eV/Å
Total charge: -1

=====

A cluster of 2 separate species, C2Cl2O in total. Source: the OMol25 dataset; level of theory: the ωB97M-V functional and the def2-TZVPD basis.

CARTESIAN COORDINATES (ANGSTROEM)
C (0.92, 0.09, -1.74)
C (-0.50, -0.17, 1.03)
O (1.06, 1.20, -1.87)
Cl (0.30, -0.93, 2.35)
Cl (-2.18, -0.01, 1.35)

Computed properties:
Spin multiplicity: 1
Orbital gap: 8.62 eV
LUMO: -1.2 eV
F_max: 0.3 eV/Å
Total charge: 0

=====

A structure of composition C2Cl2O. Source: the OMol25 dataset; level of theory: the ωB97M-V functional and the def2-TZVPD basis.

CARTESIAN COORDINATES (ANGSTROEM)
C (-1.18, -0.16, 0.45)
C (0.55, 0.14, -0.32)
O (-2.08, -0.49, -0.16)
Cl (1.13, 1.69, 0.04)
Cl (1.59, -1.18, -0.02)

Computed properties:
Spin multiplicity: 1
Orbital gap (alpha / beta): 7.57 / 7.57 eV
LUMO (alpha / beta): -1.3 / -1.3 eV
F_max: 1.4 eV/Å
Total charge: 0

=====

The molecule C2Cl3NO2. Source: the OMol25 dataset; level of theory: the ωB97M-V functional and the def2-TZVPD basis.

CARTESIAN COORDINATES (ANGSTROEM)
C (0.43, -0.95, -0.64)
C (-0.54, 0.16, 0.19)
N (-0.30, 1.17, 1.33)
O (-0.10, -1.72, -1.38)
O (0.80, 1.20, 1.80)
Cl (-2.11, -0.44, 0.29)
Cl (-0.24, 1.42, -1.06)
Cl (2.06, -0.83, -0.51)

Computed properties:
Spin multiplicity: 1
Orbital gap: 9.20 eV
LUMO: -1.0 eV
SMILES: O=NC(Cl)(Cl)C(=O)Cl
F_max: 3.4 eV/Å
Total charge: 0

=====

A cluster of 2 separate species, C2Cl4N2 in total. Source: the OMol25 dataset; level of theory: the ωB97M-V functional and the def2-TZVPD basis.

CARTESIAN COORDINATES (ANGSTROEM)
C (0.53, 0.22, -0.89)
C (1.68, 0.08, -0.12)
N (-3.69, -0.49, 1.91)
N (-2.89, -0.41, 1.11)
Cl (-0.16, -1.15, -1.60)
Cl (2.38, 1.44, 0.55)
Cl (2.22, -1.43, 0.56)
Cl (-0.06, 1.74, -1.51)

Computed properties:
Spin multiplicity: 1
Orbital gap: 9.58 eV
LUMO: 0.3 eV
SMILES: ClC(Cl)=C(Cl)Cl.N#N
F_max: 6.2 eV/Å
Total charge: 0

=====

The molecule C2ClF2N. Source: the OMol25 dataset; level of theory: the ωB97M-V functional and the def2-TZVPD basis.

CARTESIAN COORDINATES (ANGSTROEM)
C (-0.03, 0.28, -0.01)
C (-1.14, -0.73, -0.08)
N (-2.30, -0.80, -0.07)
F (-0.18, 0.91, 1.13)
F (-0.07, 1.16, -0.98)
Cl (1.50, -0.61, -0.02)

Computed properties:
Spin multiplicity: 1
Orbital gap: 12.41 eV
LUMO: 0.1 eV
SMILES: N#CC(F)(F)Cl
F_max: 2.8 eV/Å
Total charge: 0

=====

A cluster of 2 separate species, C2ClF3O in total. Source: the OMol25 dataset; level of theory: the ωB97M-V functional and the def2-TZVPD basis.

CARTESIAN COORDINATES (ANGSTROEM)
C (-0.99, 1.80, 0.58)
C (0.72, -1.00, -0.73)
O (1.53, -0.30, -0.28)
F (-0.77, 0.53, 0.66)
F (-0.82, 2.26, 1.77)
F (0.17, -0.81, -1.98)
Cl (0.17, -2.48, -0.01)

Computed properties:
Spin multiplicity: 3
Orbital gap (alpha / beta): 8.99 / 9.50 eV
LUMO (alpha / beta): 0.6 / -2.6 eV
F_max: 2.9 eV/Å
Total charge: 0

=====

The molecule C2ClFN2. Source: the OMol25 dataset; level of theory: the ωB97M-V functional and the def2-TZVPD basis.

CARTESIAN COORDINATES (ANGSTROEM)
C (0.31, 0.35, -0.01)
C (1.52, 0.28, -0.01)
N (-0.95, 0.69, 0.01)
N (-2.00, 0.15, 0.02)
F (-1.96, -1.36, -0.02)
Cl (3.09, -0.11, 0.01)

Computed properties:
Spin multiplicity: 1
Orbital gap: 9.35 eV
LUMO: -0.8 eV
SMILES: F/N=N\C#CCl
F_max: 3.0 eV/Å
Total charge: 0

=====

A cluster of 2 separate species, C2F2IO2 in total. Source: the OMol25 dataset; level of theory: the ωB97M-V functional and the def2-TZVPD basis.

CARTESIAN COORDINATES (ANGSTROEM)
C (-0.53, -1.93, -1.25)
C (0.01, 1.97, 0.97)
O (0.54, -2.17, -0.96)
O (-1.59, -1.61, -1.49)
F (0.73, 0.82, 1.30)
F (0.84, 2.98, 1.32)
I (-1.57, 2.04, 2.51)

Computed properties:
Spin multiplicity: 1
Orbital gap: 5.65 eV
LUMO: 3.0 eV
F_max: 3.0 eV/Å
Total charge: -1

=====

A structure of composition C2F2NO4. Source: the OMol25 dataset; level of theory: the ωB97M-V functional and the def2-TZVPD basis.

CARTESIAN COORDINATES (ANGSTROEM)
C (-0.29, 1.01, -1.95)
C (0.33, -1.62, 2.35)
N (0.44, 0.38, 0.64)
O (0.49, 0.34, -2.54)
O (1.38, 1.22, 0.67)
O (-1.07, 1.91, -2.05)
O (-0.40, 0.34, -0.29)
F (-0.86, -1.40, 2.99)
F (-0.07, -2.36, 1.33)

Computed properties:
Spin multiplicity: 1
Orbital gap: 8.51 eV
LUMO: 3.7 eV
F_max: 3.2 eV/Å
Total charge: -1